No. 1
# C28H39N5O4

A 6-piece molecular cluster, C28H39N5O4 overall at a distorted geometry (the ωB97M-V functional and the def2-TZVPD basis, the OMol25 dataset).

Cartesian coordinates (Å):
C -3.55626 2.08213 0.96064
C -2.42214 2.96115 1.51149
O -1.50081 2.19159 2.31197
C -0.21668 2.27229 1.87417
O 0.31621 3.27801 1.71806
C 0.45266 0.94005 1.66037
C -0.41478 0.06541 0.69142
C 0.42671 -0.41168 -0.50824
C -0.22478 -0.25753 -1.91366
O -1.59777 0.15810 -1.91015
C -1.68357 1.51960 -2.03667
O -2.42293 1.97740 -2.77507
H -4.51587 2.55746 1.14116
H -3.55915 1.09896 1.42243
H -3.46142 1.95994 -0.11762
H -2.84602 3.72752 2.15494
H -1.92464 3.47336 0.69057
H 0.49196 0.46400 2.64286
H 1.46093 1.09069 1.29550
H -1.27492 0.67237 0.42866
H -0.74687 -0.80715 1.24369
H 1.40986 0.05271 -0.53517
H 0.63032 -1.47190 -0.36358
H 0.40040 0.38453 -2.53621
H -0.20209 -1.22641 -2.40732
H -1.02296 2.15398 -1.42533
N -2.56350 -2.25939 -0.55061
C -3.31556 -2.24202 0.59190
C -3.75861 -3.51855 0.82585
C -3.24882 -4.33888 -0.21483
C -2.51419 -3.53254 -1.04500
H -2.11317 -1.45638 -0.96199
H -3.47238 -1.32598 1.13787
H -4.37836 -3.82890 1.65099
H -3.40292 -5.39809 -0.33914
H -1.96297 -3.75444 -1.94424
N -1.86668 -1.47131 4.07200
C -2.13350 -0.13129 4.19141
C -2.46612 0.11158 5.49814
C -2.39085 -1.12571 6.19394
C -2.01705 -2.08155 5.28815
H -1.60283 -1.93641 3.22141
H -2.06639 0.53079 3.33932
H -2.73246 1.07078 5.91091
H -2.58892 -1.29354 7.23977
H -1.84714 -3.13886 5.40229
N 2.07809 -4.74102 -3.27411
C 0.85234 -4.77851 -2.66447
C 0.33441 -6.03369 -2.83628
C 1.28626 -6.78566 -3.57522
C 2.35063 -5.96224 -3.82781
H 2.68415 -3.94196 -3.30969
H 0.45637 -3.91124 -2.16279
H -0.62015 -6.37617 -2.47178
H 1.19904 -7.81386 -3.88464
H 3.27453 -6.13850 -4.35202
N 4.25199 1.31502 -1.78567
C 4.27855 -0.05259 -1.86519
C 5.49432 -0.47764 -1.40255
C 6.22970 0.67765 -1.02418
C 5.43692 1.76616 -1.26975
H 3.48319 1.89724 -2.06234
H 3.43246 -0.60180 -2.24408
H 5.82141 -1.50238 -1.34022
H 7.22672 0.70505 -0.61738
H 5.61208 2.81863 -1.12348
N 1.85951 5.43213 -1.68502
C 1.57751 6.77108 -1.65895
C 1.21444 7.09781 -0.37987
C 1.28313 5.91126 0.39924
C 1.68592 4.90104 -0.43074
H 2.14859 4.91993 -2.49772
H 1.65846 7.37179 -2.54909
H 0.93097 8.07970 -0.03865
H 1.06289 5.81058 1.44779
H 1.86262 3.85634 -0.24038

## Properties
- 2S+1 = 1
- orbital gap (eV) = 8.08
- SMILES string = CCOC(=O)CCCCOC=O.c1cc[nH]c1.c1cc[nH]c1.c1cc[nH]c1.c1cc[nH]c1.c1cc[nH]c1
- E (Ha) = -1664.98136
- highest occupied orbital energy (eV) = -8.215

Charges in e, computed with Löwdin, in the same order as the atoms:
1. C -0.04
2. C -0.19
3. O -0.06
4. C -0.54
5. O 0.17
6. C -0.05
7. C -0.14
8. C -0.14
9. C -0.17
10. O -0.08
11. C -0.39
12. O 0.18
13. H 0.08
14. H 0.06
15. H 0.06
16. H 0.12
17. H 0.12
18. H 0.13
19. H 0.11
20. H 0.08
21. H 0.09
22. H 0.09
23. H 0.11
24. H 0.12
25. H 0.11
26. H 0.16
27. N 0.03
28. C -0.14
29. C -0.10
30. C -0.10
31. C -0.13
32. H 0.09
33. H 0.10
34. H 0.09
35. H 0.09
36. H 0.10
37. N 0.01
38. C -0.14
39. C -0.10
40. C -0.11
41. C -0.14
42. H 0.12
43. H 0.08
44. H 0.09
45. H 0.09
46. H 0.10
47. N 0.00
48. C -0.15
49. C -0.11
50. C -0.11
51. C -0.14
52. H 0.14
53. H 0.08
54. H 0.09
55. H 0.09
56. H 0.11
57. N 0.00
58. C -0.16
59. C -0.11
60. C -0.11
61. C -0.14
62. H 0.13
63. H 0.09
64. H 0.09
65. H 0.09
66. H 0.11
67. N -0.01
68. C -0.15
69. C -0.11
70. C -0.11
71. C -0.16
72. H 0.13
73. H 0.10
74. H 0.09
75. H 0.09
76. H 0.09

=====

No. 2
# C34H64FN2O5PS

C34H64FN2O5PS as an isolated structure at a distorted geometry (the ωB97M-V functional and the def2-TZVPD basis, the OMol25 dataset).

Cartesian coordinates (Å):
C 5.13188 -4.82904 -0.35253
C 4.33149 -4.00039 -1.35567
C 3.40565 -2.97898 -0.69128
C 4.08447 -2.00898 0.28425
C 4.41429 -0.59393 -0.26775
C 4.58542 -0.47698 -1.78915
C 3.30675 0.05952 -2.44603
C 3.11060 1.56332 -2.17991
C 1.62627 1.94785 -2.00862
C 1.26494 2.42495 -0.58440
C 0.40866 1.39045 0.12892
C 0.16687 1.70639 1.59741
C -0.87023 0.81162 2.29437
C -2.06653 0.43107 1.44926
C -3.17193 -0.27744 2.23306
C -4.54514 -0.10769 1.56225
C -4.82341 -1.16864 0.48469
C -4.76836 -0.62201 -0.94389
C -5.40641 -1.54244 -1.97924
C -4.46996 -2.58416 -2.61315
C -3.73183 -3.42024 -1.60859
C -4.26261 -4.53639 -0.97410
P -5.91288 -5.17339 -1.26619
O -6.70355 -4.46268 -2.27057
O -6.63779 -5.21126 0.15580
O -5.74179 -6.72809 -1.61814
C -3.46469 -5.23188 -0.01454
F -4.03087 -6.30427 0.57852
C -2.18558 -4.89699 0.32790
C -1.61453 -3.78554 -0.33311
N -0.36983 -3.31251 -0.18796
S -0.23557 -2.07358 -1.18882
N -1.69290 -2.05327 -1.84457
C -2.37779 -3.06282 -1.28121
H 4.53799 -4.98940 0.54493
H 5.44305 -5.78049 -0.76852
H 6.03040 -4.30671 -0.03181
H 4.99706 -3.53994 -2.08170
H 3.69082 -4.68839 -1.90654
H 2.83707 -2.46526 -1.46172
H 2.68244 -3.56175 -0.12152
H 4.99666 -2.43805 0.68511
H 3.40396 -1.86539 1.11939
H 3.63384 0.08249 0.07293
H 5.32629 -0.23381 0.20367
H 5.36667 0.25922 -1.98419
H 4.91758 -1.40633 -2.23898
H 2.46851 -0.45223 -1.96956
H 3.25770 -0.15887 -3.51025
H 3.67229 1.83518 -1.29163
H 3.56157 2.08042 -3.02302
H 1.36750 2.70285 -2.74634
H 1.04359 1.06192 -2.25032
H 0.72870 3.36671 -0.68796
H 2.18689 2.62709 -0.04324
H 0.94942 0.44327 0.07769
H -0.52001 1.29771 -0.42644
H -0.07163 2.76283 1.72292
H 1.11532 1.55537 2.11343
H -1.21279 1.34398 3.18149
H -0.37288 -0.08844 2.65569
H -2.49187 1.29352 0.93460
H -1.73839 -0.25030 0.66272
H -2.94675 -1.34034 2.31047
H -3.22326 0.08651 3.25841
H -4.58816 0.90261 1.16509
H -5.29402 -0.22086 2.33942
H -4.17212 -2.03111 0.61583
H -5.84952 -1.50133 0.63156
H -3.75687 -0.32478 -1.21657
H -5.35889 0.29370 -0.93555
H -5.73526 -0.91750 -2.80608
H -6.27097 -2.05633 -1.57023
H -5.01409 -3.19301 -3.31926
H -3.72009 -2.04011 -3.18387
H -7.26652 -5.94540 0.12134
H -4.82195 -6.95558 -1.79001
H -1.62771 -5.45336 1.06256
C -6.66559 4.00860 5.40409
C -5.62566 2.90167 5.43897
O -4.91550 2.73659 4.22494
C -4.17376 3.85654 3.77850
C -3.09672 4.31561 4.74689
H -7.38013 3.83530 4.59838
H -7.20773 4.04149 6.34957
H -6.21625 4.98978 5.24578
H -6.12091 1.94629 5.61334
H -4.92997 3.05066 6.27244
H -4.84476 4.68530 3.52573
H -3.70655 3.53784 2.84550
H -3.51488 4.65949 5.69372
H -2.53243 5.14239 4.31440
H -2.40719 3.49856 4.96512
C 8.18134 3.39076 -4.27635
C 6.85452 3.67202 -3.59216
O 6.71314 3.05012 -2.32875
C 7.66167 3.41057 -1.34217
C 7.66848 4.89061 -0.99941
H 8.32991 2.31646 -4.39337
H 8.19872 3.85448 -5.26307
H 9.02655 3.78446 -3.71034
H 6.04200 3.27339 -4.20037
H 6.68309 4.75126 -3.50916
H 8.66423 3.07740 -1.63409
H 7.38794 2.83597 -0.45681
H 7.95188 5.50823 -1.85261
H 8.38146 5.08587 -0.19793
H 6.67834 5.21032 -0.67168

## Properties
- 2S+1 = 1
- orbital gap (eV) = 8.24
- E (Ha) = -2659.08544
- highest occupied orbital energy (eV) = -9.181

These are the Löwdin partial charges, in e, on atoms 1 to 99:
1. C -0.11
2. C -0.26
3. C -0.23
4. C -0.18
5. C -0.18
6. C -0.20
7. C -0.21
8. C -0.19
9. C -0.19
10. C -0.20
11. C -0.24
12. C -0.20
13. C -0.20
14. C -0.23
15. C -0.20
16. C -0.19
17. C -0.19
18. C -0.20
19. C -0.18
20. C -0.14
21. C -0.12
22. C -0.12
23. P 0.46
24. O -0.25
25. O -0.10
26. O -0.11
27. C -0.25
28. F 0.06
29. C 0.07
30. C -0.35
31. N -0.20
32. S 1.04
33. N -0.20
34. C -0.31
35. H 0.08
36. H 0.07
37. H 0.06
38. H 0.09
39. H 0.10
40. H 0.07
41. H 0.09
42. H 0.09
43. H 0.10
44. H 0.09
45. H 0.10
46. H 0.10
47. H 0.09
48. H 0.06
49. H 0.11
50. H 0.09
51. H 0.10
52. H 0.10
53. H 0.09
54. H 0.11
55. H 0.10
56. H 0.09
57. H 0.10
58. H 0.11
59. H 0.11
60. H 0.10
61. H 0.12
62. H 0.12
63. H 0.08
64. H 0.11
65. H 0.10
66. H 0.10
67. H 0.10
68. H 0.09
69. H 0.11
70. H 0.10
71. H 0.11
72. H 0.11
73. H 0.10
74. H 0.10
75. H 0.11
76. H 0.09
77. H 0.08
78. H 0.13
79. C -0.08
80. C -0.28
81. O -0.17
82. C -0.28
83. C -0.08
84. H 0.08
85. H 0.08
86. H 0.07
87. H 0.12
88. H 0.11
89. H 0.11
90. H 0.11
91. H 0.07
92. H 0.08
93. H 0.08
94. C -0.08
95. C -0.28
96. O -0.17
97. C -0.28
98. C -0.08
99. H 0.08

=====

No. 3
# C53H55F7NSSi

A 8-piece molecular cluster, C53H55F7NSSi overall at a distorted geometry (the ωB97M-V functional and the def2-TZVPD basis, the OMol25 dataset).

Cartesian coordinates (Å):
C 5.91375 1.28124 1.08903
Si 3.96747 1.30354 1.07242
C 3.43436 -0.30673 1.99066
C 3.49558 1.17484 -0.80942
C 3.22456 2.91559 1.80884
C 4.24601 4.06828 2.13885
C 3.72922 5.40624 2.73863
C 2.20589 5.51473 3.02729
C 1.30853 4.31788 2.65885
N 1.79654 3.07005 2.05199
C 0.75824 2.04125 1.73701
C 0.53138 0.99997 2.98004
C -0.01959 -0.37166 2.34983
S 0.39560 -1.87589 3.35964
H 6.26315 0.24970 1.46812
H 6.36402 2.07220 1.77678
H 6.29927 1.34738 0.00156
H 2.51751 -0.70626 1.42472
H 3.25374 -0.15771 3.10954
H 4.30267 -1.06687 1.89871
H 4.13086 1.92263 -1.42459
H 3.82153 0.12614 -1.15662
H 2.39044 1.38654 -1.00095
H 5.36817 3.98906 1.94495
H 4.47477 6.24107 2.94097
H 1.82275 6.48607 3.49523
H 0.18451 4.43587 2.88841
H -0.24482 2.61380 1.65911
H 0.88888 1.50895 0.73754
H 1.45483 0.89123 3.63937
H -0.31832 1.45440 3.62164
H -1.16990 -0.27472 2.28136
H 0.33774 -0.56463 1.26783
H 1.26097 -2.63300 2.54937
F -1.94164 -0.67458 -0.13151
C -2.42541 -1.92195 -0.28862
C -3.09096 -2.25065 -1.45865
C -3.58699 -3.54087 -1.62443
C -3.42018 -4.48343 -0.61200
C -2.75423 -4.14067 0.56154
C -2.24854 -2.85424 0.72266
H -3.21838 -1.50163 -2.23161
H -4.10299 -3.81125 -2.53994
H -3.81101 -5.48798 -0.73981
H -2.62894 -4.87498 1.35057
H -1.71942 -2.57280 1.62661
F -2.89814 -5.18245 -5.10273
C -2.11166 -4.20850 -5.58499
C -1.70363 -3.18242 -4.74522
C -0.88414 -2.17561 -5.24407
C -0.48974 -2.19913 -6.57959
C -0.90877 -3.23067 -7.41494
C -1.71958 -4.24418 -6.91423
H -2.02709 -3.17568 -3.71077
H -0.55348 -1.37283 -4.59341
H 0.14629 -1.41049 -6.96912
H -0.60401 -3.24536 -8.45600
H -2.04784 -5.05951 -7.54839
F 6.99001 4.94912 1.85758
C 7.85381 5.77688 2.48236
C 8.78175 6.48218 1.73352
C 9.66854 7.33918 2.37701
C 9.62352 7.47220 3.76298
C 8.69013 6.75463 4.50500
C 7.79579 5.90578 3.86085
H 8.80714 6.35944 0.65688
H 10.39412 7.90210 1.80004
H 10.31868 8.13765 4.26449
H 8.65907 6.85612 5.58454
H 7.05625 5.34558 4.42207
F -3.91381 -1.32220 -4.53020
C -5.16199 -0.85560 -4.70856
C -5.89340 -0.42942 -3.61059
C -7.18321 0.05797 -3.79649
C -7.73023 0.10341 -5.07655
C -6.98798 -0.33200 -6.17084
C -5.69433 -0.80917 -5.98711
H -5.45408 -0.48008 -2.62082
H -7.76165 0.40118 -2.94541
H -8.73806 0.47961 -5.22018
H -7.41705 -0.29977 -7.16664
H -5.09890 -1.14402 -6.82855
F -4.62966 7.10132 -0.82666
C -3.63072 6.21530 -0.72882
C -2.39631 6.63040 -0.25112
C -1.36188 5.70699 -0.14620
C -1.56811 4.38907 -0.52644
C -2.80754 3.98012 -1.00919
C -3.84824 4.89794 -1.10652
H -2.25148 7.66592 0.03390
H -0.39213 6.01483 0.23171
H -0.75363 3.67528 -0.44585
H -2.96303 2.94897 -1.30881
H -4.82352 4.59836 -1.47154
F 3.18273 -8.02940 -2.24343
C 1.93719 -7.56265 -2.42119
C 1.20733 -7.13552 -1.32272
C -0.08227 -6.64672 -1.50705
C -0.63060 -6.60098 -2.78717
C 0.11023 -7.03749 -3.88287
C 1.40359 -7.51591 -3.69967
H 1.64800 -7.18660 -0.33376
H -0.65951 -6.30249 -0.65518
H -1.63844 -6.22341 -2.92990
H -0.31971 -7.00486 -4.87851
H 1.99800 -7.85147 -4.54138
F -5.21580 -4.62362 5.18358
C -4.36142 -3.79263 5.79821
C -3.43539 -3.08889 5.04417
C -2.55230 -2.22296 5.68100
C -2.59828 -2.07889 7.06572
C -3.52937 -2.79463 7.81323
C -4.41997 -3.65231 7.17594
H -3.40908 -3.22024 3.96831
H -1.82846 -1.66150 5.09936
H -1.90587 -1.40638 7.56234
H -3.56129 -2.68450 8.89197
H -5.15707 -4.21056 7.74101

## Properties
- 2S+1 = 1
- orbital gap (eV) = 5.95
- E (Ha) = -3493.70027
- total charge = +1
- highest occupied orbital energy (eV) = -10.390

These are the Löwdin partial charges, in e, on atoms 1 to 99:
1. C -0.18
2. Si 0.58
3. C -0.20
4. C -0.20
5. C -0.11
6. C 0.02
7. C 0.02
8. C 0.01
9. C 0.03
10. N -0.07
11. C -0.15
12. C -0.20
13. C -0.57
14. S 0.67
15. H 0.05
16. H 0.02
17. H 0.06
18. H 0.02
19. H 0.04
20. H 0.06
21. H 0.06
22. H 0.06
23. H 0.03
24. H 0.07
25. H 0.11
26. H 0.12
27. H 0.15
28. H 0.13
29. H 0.12
30. H 0.09
31. H 0.12
32. H 0.09
33. H 0.08
34. H -0.10
35. F 0.04
36. C -0.27
37. C -0.03
38. C -0.08
39. C -0.08
40. C -0.08
41. C -0.02
42. H 0.10
43. H 0.11
44. H 0.11
45. H 0.11
46. H 0.06
47. F 0.06
48. C -0.29
49. C -0.03
50. C -0.08
51. C -0.10
52. C -0.08
53. C -0.02
54. H 0.08
55. H 0.10
56. H 0.10
57. H 0.11
58. H 0.12
59. F 0.01
60. C -0.28
61. C -0.01
62. C -0.07
63. C -0.08
64. C -0.07
65. C -0.03
66. H 0.12
67. H 0.11
68. H 0.11
69. H 0.11
70. H 0.11
71. F 0.05
72. C -0.28
73. C -0.02
74. C -0.08
75. C -0.09
76. C -0.08
77. C -0.01
78. H 0.10
79. H 0.11
80. H 0.10
81. H 0.11
82. H 0.12
83. F 0.08
84. C -0.28
85. C -0.01
86. C -0.10
87. C -0.12
88. C -0.07
89. C 0.00
90. H 0.12
91. H 0.09
92. H 0.08
93. H 0.11
94. H 0.12
95. F 0.06
96. C -0.29
97. C -0.02
98. C -0.08
99. C -0.09

=====

No. 4
# C21H24N5O3PdS

C21H24N5O3PdS as an isolated structure (the ωB97M-V functional and the def2-TZVPD basis, the OMol25 dataset).

Cartesian coordinates (Å):
Pd 1.02571 0.00274 0.15375
N 3.36976 -6.64254 3.78923
C 3.15856 -5.72362 2.80561
C 2.98464 -6.13836 1.47315
C 2.75055 -5.21735 0.48105
C 2.70910 -3.86280 0.80511
C 2.86560 -3.42764 2.12629
C 3.08338 -4.35286 3.11748
S 2.38110 -2.70160 -0.42528
O 3.27362 -1.57810 -0.31066
O 2.18262 -3.33356 -1.68823
N 0.93970 -1.99165 0.09046
C -0.29266 -2.61363 -0.00662
N -0.35321 -3.93251 -0.16603
C -1.57046 -4.45016 -0.25981
C -2.71419 -3.66387 -0.20606
C -2.52882 -2.29931 -0.02716
N -1.32336 -1.76402 0.09271
H 3.58448 -7.59216 3.54597
H 3.63806 -6.33572 4.70599
H 3.03547 -7.19408 1.23398
H 2.60168 -5.52185 -0.54681
H 2.82763 -2.36885 2.35596
H 3.21202 -4.03413 4.14546
H -1.62784 -5.52450 -0.38740
H -3.70253 -4.09396 -0.28635
H -3.37182 -1.61935 0.02963
C -0.15644 1.09348 4.58712
C -0.15837 0.82620 3.10990
C -1.35737 1.29275 2.33053
O 0.79854 0.28366 2.58613
H 0.00277 2.16475 4.74217
H 0.64225 0.54620 5.07927
H -1.12194 0.84592 5.02921
H -2.28064 1.01298 2.83803
H -1.35028 0.89138 1.32268
H -1.33354 2.38576 2.28294
C -0.30777 4.29953 -0.47766
C 1.19059 4.30931 -0.35409
C 1.91467 5.47357 -0.34568
C 3.30551 5.45723 -0.21962
C 3.99601 4.24570 -0.11625
C 3.34272 3.03926 -0.12629
C 4.06682 1.73213 -0.02287
C 1.89865 3.05541 -0.22287
N 1.23174 1.93992 -0.19198
H -0.65650 5.18120 -1.01289
H -0.77554 4.31133 0.51145
H -0.65868 3.40959 -0.99983
H 1.39307 6.41757 -0.45052
H 3.85578 6.38854 -0.21274
H 5.07587 4.25021 -0.03355
H 5.14414 1.88542 -0.02824
H 3.81537 1.06570 -0.84782
H 3.80728 1.20920 0.89938

## Properties
- energy relative to the best compared isomer or geometry (same formula, charge and spin) (eV) = 0.000
- 2S+1 = 5
- orbital gap (alpha / beta) (eV) = 8.48 / 4.76
- E (Ha) = -1839.87231
- total charge = +1
- highest occupied orbital energy (alpha / beta) (eV) = -10.740 / -10.744
- expectation value of S² = 6.079

Charges in e, computed with natural (NBO), in the same order as the atoms:
1. Pd 0.92
2. N -0.77
3. C 0.23
4. C -0.28
5. C -0.13
6. C -0.38
7. C -0.16
8. C -0.27
9. S 2.31
10. O -0.94
11. O -0.89
12. N -0.69
13. C 0.48
14. N -0.42
15. C 0.10
16. C -0.26
17. C 0.08
18. N -0.44
19. H 0.40
20. H 0.40
21. H 0.22
22. H 0.25
23. H 0.24
24. H 0.22
25. H 0.22
26. H 0.24
27. H 0.21
28. C -0.72
29. C 0.63
30. C -0.73
31. O -0.60
32. H 0.25
33. H 0.25
34. H 0.24
35. H 0.24
36. H 0.24
37. H 0.25
38. C -0.64
39. C 0.01
40. C -0.22
41. C -0.12
42. C -0.22
43. C 0.03
44. C -0.65
45. C 0.14
46. N -0.34
47. H 0.24
48. H 0.23
49. H 0.23
50. H 0.23
51. H 0.23
52. H 0.23
53. H 0.23
54. H 0.24
55. H 0.23